19
Properties=species:S:1:pos:R:3:mulliken_charge:R:1 method="wB97M-V/def2-TZVPD" spin_multiplicity=1 total_charge=+1 max_force_ev_per_a=2.580 e_tot_ha=-215.2560 orbital_gap_ha=0.4002 e_lumo_ev=-3.73
C -2.7486 0.1664 -1.8748 -0.8060
C -1.5196 1.0088 -1.4558 -0.7306
H -2.8443 -0.7700 -1.3224 0.2681
H -3.5354 0.8936 -1.6408 0.2468
H -2.9201 -0.0054 -2.9372 0.3020
H -0.4712 0.7734 -1.6434 0.1652
H -1.6446 1.1157 -0.3818 0.2314
H -1.7574 2.0226 -1.8086 0.3479
C 1.4523 -1.0744 0.0175 -0.7308
N 2.0956 -0.2450 1.1143 -0.2509
C 1.2152 -0.1535 2.4007 -0.7580
H 2.2789 -1.0014 -0.6793 0.3971
H 0.6122 -0.5261 -0.3922 0.1585
H 1.2053 -2.0788 0.3179 0.3855
H 3.0529 -0.4171 1.4195 0.3841
H 2.2263 0.7207 0.8037 0.3892
H 0.4504 -0.9173 2.3808 0.2920
H 1.9293 -0.4057 3.1857 0.3889
H 0.9226 0.8934 2.4963 0.3192

=====

12
Properties=species:S:1:pos:R:3:mulliken_charge:R:1 method="wB97M-V/def2-TZVPD" spin_multiplicity=1 max_force_ev_per_a=2.948 e_tot_ha=-302.5907 orbital_gap_ha=0.3482 e_lumo_ev=0.80 smiles="C/N=C/N=C/O"
C -1.9232 0.4822 0.1190 -0.7337
C 1.6346 0.1210 0.2973 0.4662
C -0.0658 -0.9294 -0.3268 -0.0774
O 2.7837 0.6297 -0.1484 -0.4501
N 1.2535 -1.0849 -0.1349 -0.7410
N -0.4979 0.2893 -0.1106 -0.4269
H 3.0834 0.0836 -0.8926 0.3868
H 1.3586 0.5741 1.2522 0.3834
H -0.7038 -1.7809 -0.5906 0.4052
H -2.1694 0.4129 1.1840 0.2403
H -2.2269 1.4682 -0.2396 0.2608
H -2.5268 -0.2656 -0.4090 0.2863

=====

10
Properties=species:S:1:pos:R:3:mulliken_charge:R:1 method="wB97M-V/def2-TZVPD" spin_multiplicity=1 total_charge=-1 max_force_ev_per_a=4.201 e_tot_ha=-736.2015 orbital_gap_ha="0.2647 / 0.2648" e_lumo_ev="3.43 / 3.43"
C -0.0238 1.7728 0.1671 0.5535
C 1.2886 -0.2654 -0.0320 -0.7199
N -0.4939 2.8224 0.0166 -0.7002
N 0.3284 0.6424 0.5518 -0.6965
O -1.3800 -1.4927 -1.1820 -0.4840
O -2.5475 -1.2638 0.9534 -0.4986
S -1.9308 -0.5415 -0.1910 0.6913
H 2.3776 -0.0441 0.2811 0.2866
H 1.2764 -1.1715 0.5170 0.2784
H 1.1050 -0.4586 -1.0819 0.2894

=====

98
Properties=species:S:1:pos:R:3:mulliken_charge:R:1 method="wB97M-V/def2-TZVPD" spin_multiplicity=1 max_force_ev_per_a=0.697 e_tot_ha=-3172.2596 orbital_gap_ha=0.2291 e_lumo_ev=-1.08
Y -0.4108 -0.2577 0.7120 -0.1694
C -1.5551 5.0750 0.8564 -1.5570
Si -1.7821 3.2777 1.3883 0.5592
C -1.9040 3.2016 3.2407 -1.1999
C -3.3093 2.5930 0.5650 -0.4753
N -0.4157 2.2870 0.7875 1.5162
C 0.9461 2.5977 1.1813 0.0470
C 1.2613 3.7624 1.8708 -1.0159
C 2.5613 4.0595 2.2565 -1.3222
C 3.5742 3.1776 1.9218 -1.1831
C 3.2792 2.0211 1.2185 0.4236
C 1.9703 1.6875 0.8273 -0.4682
N 1.6575 0.5223 0.1270 1.6636
Si 2.8836 -0.2635 -0.8089 0.5265
C 4.0369 -1.3706 0.1855 -1.0977
C 2.0540 -1.3663 -2.0929 -1.2575
C 3.9534 0.9700 -1.7572 -1.4439
H -1.6523 5.7447 1.7151 0.4340
H -2.3209 5.3635 0.1320 0.5033
H -0.5765 5.2630 0.4082 0.4081
H -2.7193 3.8569 3.5613 0.3936
H -0.9932 3.5298 3.7407 0.3253
H -2.1257 2.1859 3.5696 0.2627
H -4.0946 2.4197 1.3050 0.4644
H -3.1043 1.6361 0.0824 -0.5713
H -3.7004 3.2819 -0.1872 0.3854
H 0.4782 4.4653 2.1184 0.3539
H 2.7712 4.9694 2.8027 0.4205
H 4.5982 3.3839 2.2082 0.4466
H 4.0817 1.3306 0.9860 0.3119
H 3.4959 -1.9700 0.9217 0.1269
H 4.8000 -0.8010 0.7214 0.3820
H 4.5549 -2.0557 -0.4930 0.3957
H 1.9960 -2.4069 -1.7653 0.2594
H 2.6468 -1.3484 -3.0109 0.6064
H 1.0526 -1.0195 -2.3638 0.0515
H 3.7266 2.0037 -1.4880 0.3156
H 3.7907 0.8598 -2.8317 0.4873
H 5.0171 0.8062 -1.5649 0.3967
O 1.9437 -0.1956 8.3796 -0.4740
C 2.7510 0.0119 7.3127 0.5475
O 3.8111 0.5483 7.4569 -0.5423
C 2.2690 -0.5258 6.0014 0.5796
C 2.6907 0.1110 4.8395 -1.1998
C 2.2540 -0.3311 3.6059 0.3733
C 1.4244 -1.4410 3.5257 -0.5038
C 1.0120 -2.0963 4.6772 -0.3485
C 1.4311 -1.6326 5.9133 -1.0771
N 0.9716 -1.8531 2.2416 0.6601
C 1.0540 -3.0763 1.9325 -0.8512
C 0.5393 -3.5654 0.6408 0.4339
C 0.7263 -4.8834 0.2687 -0.8748
C 0.2247 -5.3062 -0.9560 -0.7014
C -0.4483 -4.3970 -1.7468 -1.1284
C -0.5962 -3.0938 -1.2898 -0.9172
N -0.1102 -2.6805 -0.1271 1.1389
H 1.0859 -0.5256 8.0859 0.3278
H 3.3505 0.9653 4.9170 0.5643
H 2.5560 0.1777 2.7018 0.3019
H 0.3224 -2.9284 4.6099 0.5632
H 1.1057 -2.1560 6.8052 0.3933
H 1.5193 -3.8082 2.5964 0.5471
H 1.2563 -5.5601 0.9259 0.4991
H 0.3563 -6.3304 -1.2791 0.4300
H -0.8637 -4.6801 -2.7035 0.5288
H -1.1244 -2.3485 -1.8702 0.6813
C -3.7537 -3.0719 -0.6318 -1.1816
Si -3.7085 -1.1942 -0.5009 0.6861
C -4.5385 -0.5473 -2.0541 -1.1675
C -4.7703 -0.7203 0.9677 -1.0789
O -2.1917 -0.6130 -0.3998 -0.0233
H -4.7884 -3.4116 -0.5334 0.4917
H -3.1708 -3.5592 0.1557 0.2686
H -3.3851 -3.4266 -1.5984 0.2396
H -5.5651 -0.9204 -2.1219 0.4273
H -4.0062 -0.8669 -2.9548 0.2450
H -4.5820 0.5460 -2.0574 0.2577
H -5.4930 -1.5086 1.1939 0.4579
H -5.3289 0.1984 0.7731 0.3108
H -4.1560 -0.5583 1.8564 0.2332
Cl -1.5578 -0.2120 2.9255 -0.6348
N -1.0524 3.2605 -2.1160 -0.2455
C -2.0080 2.5472 -2.9635 -1.0072
C -1.4495 1.1621 -3.2446 0.1850
N -0.1300 1.1962 -3.8779 -0.4147
C 0.7934 2.0292 -3.1054 0.8717
C 0.2384 3.4121 -2.7898 -1.1379
H -0.4847 2.3514 -0.2412 -0.1394
H -1.4189 4.1668 -1.8544 0.1452
H -2.1755 3.0713 -3.9188 0.4127
H -2.9644 2.4747 -2.4421 0.4224
H -2.1356 0.5842 -3.8655 0.5857
H -1.3667 0.6473 -2.2852 -0.4955
H -0.2238 1.5823 -4.8122 0.3538
H 1.7381 2.1137 -3.6443 0.5914
H 1.0000 1.5160 -2.1608 -1.2025
H 0.1416 3.9867 -3.7249 0.4865
H 0.9235 3.9504 -2.1303 0.3991

=====

Record-wise energy relative to the best compared isomer or geometry (same formula, charge and spin) values, in eV: 1.441 2.787 0.590 0.000